{
  "formula": "C61H133BN19O27",
  "method": "the ωB97M-V functional and the def2-TZVPD basis",
  "elements": ["O", "C", "O", "B", "O", "C", "O", "O", "C", "O", "C", "O", "O", "C", "O", "N", "C", "C", "H", "H", "H", "H", "H", "H", "H", "C", "O", "N", "C", "C", "H", "H", "H", "H", "H", "H", "H", "C", "O", "N", "C", "C", "H", "H", "H", "H", "H", "H", "H", "C", "O", "N", "C", "C", "H", "H", "H", "H", "H", "H", "H", "C", "O", "N", "C", "C", "H", "H", "H", "H", "H", "H", "H", "C", "O", "N", "C", "C", "H", "H", "H", "H", "H", "H", "H", "C", "O", "N", "C", "C", "H", "H", "H", "H", "H", "H", "H", "C", "O", "N", "C", "C", "H", "H", "H", "H", "H", "H", "H", "C", "O", "N", "C", "C", "H", "H", "H", "H", "H", "H", "H", "C", "O", "N", "C", "C", "H", "H", "H", "H", "H", "H", "H", "C", "O", "N", "C", "C", "H", "H", "H", "H", "H", "H", "H", "C", "O", "N", "C", "C", "H", "H", "H", "H", "H", "H", "H", "C", "O", "N", "C", "C", "H", "H", "H", "H", "H", "H", "H", "C", "O", "N", "C", "C", "H", "H", "H", "H", "H", "H", "H", "C", "O", "N", "C", "C", "H", "H", "H", "H", "H", "H", "H", "C", "O", "N", "C", "C", "H", "H", "H", "H", "H", "H", "H", "C", "O", "N", "C", "C", "H", "H", "H", "H", "H", "H", "H", "C", "O", "N", "C", "C", "H", "H", "H", "H", "H", "H", "H", "C", "O", "N", "C", "C", "H", "H", "H", "H", "H", "H", "H"],
  "positions_angstrom": [[-2.03, -0.19, 3.00], [-1.34, -0.01, 2.00], [-0.26, -0.70, 1.64], [0.35, -0.06, 0.42], [-0.69, 0.97, 0.03], [-1.66, 0.95, 0.85], [-2.67, 1.61, 0.86], [0.71, -0.95, -0.65], [1.93, -0.74, -1.08], [2.53, -1.24, -1.98], [2.56, 0.36, -0.11], [1.61, 0.64, 0.76], [3.68, 0.75, -0.19], [4.67, 3.26, -2.82], [4.51, 3.22, -4.05], [5.84, 3.44, -2.17], [5.94, 3.05, -0.74], [7.12, 3.38, -2.89], [3.77, 3.30, -2.12], [6.46, 2.12, -0.69], [4.97, 3.03, -0.26], [6.48, 3.81, -0.12], [7.53, 2.38, -2.84], [6.90, 3.61, -3.92], [7.75, 4.12, -2.39], [-3.57, -0.10, -4.35], [-3.10, -1.12, -4.88], [-3.45, 0.20, -3.06], [-2.70, -0.70, -2.14], [-3.70, 1.55, -2.53], [-4.06, 0.67, -4.92], [-1.71, -0.28, -1.95], [-2.55, -1.62, -2.62], [-3.22, -0.78, -1.20], [-2.81, 1.81, -1.92], [-3.61, 2.31, -3.34], [-4.66, 1.57, -2.04], [-7.62, 5.63, -4.36], [-8.70, 6.13, -4.61], [-7.42, 4.56, -3.56], [-6.12, 3.80, -3.39], [-8.53, 4.04, -2.73], [-6.67, 5.94, -4.78], [-6.08, 2.77, -3.86], [-5.86, 3.71, -2.30], [-5.38, 4.44, -3.82], [-8.28, 4.20, -1.70], [-9.46, 4.51, -3.01], [-8.46, 2.94, -2.84], [0.31, 4.61, 5.47], [1.10, 4.65, 6.38], [-0.17, 3.47, 5.00], [-1.02, 3.44, 3.81], [0.00, 2.22, 5.70], [-0.07, 5.52, 4.97], [-1.86, 2.75, 4.01], [-0.52, 3.12, 2.88], [-1.50, 4.37, 3.71], [0.51, 1.52, 5.08], [0.53, 2.47, 6.61], [-1.04, 1.85, 6.01], [2.03, -7.14, -0.45], [1.88, -8.28, -0.06], [2.80, -6.20, 0.11], [3.23, -5.08, -0.71], [3.72, -6.68, 1.14], [1.45, -6.72, -1.30], [2.67, -5.20, -1.58], [4.28, -5.21, -0.89], [2.95, -4.14, -0.20], [3.82, -5.86, 1.78], [3.33, -7.59, 1.49], [4.62, -6.86, 0.61], [1.41, 2.55, -4.12], [1.18, 1.96, -3.07], [0.41, 2.74, -5.03], [0.68, 3.10, -6.48], [-0.97, 2.20, -4.83], [2.41, 2.76, -4.43], [0.15, 4.06, -6.72], [0.38, 2.28, -7.18], [1.71, 3.34, -6.60], [-0.91, 1.22, -5.22], [-1.24, 2.20, -3.80], [-1.66, 2.82, -5.41], [0.02, -3.58, 6.12], [-0.06, -4.78, 6.06], [-1.09, -2.79, 6.09], [-1.00, -1.33, 6.13], [-2.44, -3.35, 5.93], [1.01, -3.02, 5.99], [-1.47, -1.02, 7.09], [-1.57, -0.90, 5.35], [-0.01, -0.93, 5.97], [-3.09, -2.91, 6.69], [-2.87, -2.95, 5.00], [-2.30, -4.41, 5.91], [3.68, 0.14, -4.84], [3.29, 0.41, -5.97], [4.99, -0.16, -4.51], [5.99, 0.06, -5.57], [5.36, -0.28, -3.11], [3.11, 0.15, -3.92], [6.97, 0.21, -5.10], [5.67, 0.95, -6.15], [6.03, -0.76, -6.37], [5.69, 0.68, -2.75], [4.57, -0.63, -2.47], [6.19, -0.97, -3.06], [-6.64, -2.77, 2.39], [-7.47, -2.11, 2.96], [-5.54, -2.20, 1.85], [-4.76, -3.02, 0.91], [-5.37, -0.73, 1.81], [-6.75, -3.91, 2.23], [-4.73, -2.55, -0.09], [-5.07, -4.04, 0.82], [-3.76, -3.04, 1.28], [-4.24, -0.51, 2.04], [-5.58, -0.49, 0.73], [-6.12, -0.33, 2.45], [2.85, 6.09, -0.62], [3.44, 7.15, -0.58], [2.17, 5.63, 0.48], [1.40, 4.36, 0.39], [2.43, 6.14, 1.81], [2.67, 5.53, -1.51], [0.41, 4.47, 0.81], [1.91, 3.68, 1.07], [1.43, 3.88, -0.61], [3.42, 5.78, 2.19], [2.48, 7.17, 1.89], [1.69, 5.86, 2.54], [-4.85, 4.00, 1.26], [-4.61, 5.10, 0.76], [-4.92, 3.80, 2.58], [-5.09, 2.48, 3.14], [-4.79, 4.94, 3.44], [-5.02, 3.11, 0.64], [-4.20, 1.91, 2.86], [-6.02, 1.96, 2.82], [-5.11, 2.57, 4.21], [-5.10, 5.84, 2.98], [-5.32, 4.74, 4.34], [-3.73, 5.02, 3.76], [2.10, -3.57, -4.35], [2.47, -4.70, -4.09], [0.95, -2.99, -3.93], [0.61, -1.63, -4.28], [-0.12, -3.71, -3.15], [2.73, -2.85, -4.94], [0.57, -0.97, -3.42], [-0.32, -1.71, -4.84], [1.18, -1.19, -5.14], [-0.81, -2.91, -2.87], [-0.55, -4.55, -3.66], [0.38, -4.11, -2.24], [4.71, -2.10, 0.62], [3.61, -2.16, 1.21], [5.86, -1.51, 1.04], [7.03, -1.49, 0.21], [6.02, -1.01, 2.39], [4.80, -2.63, -0.25], [6.81, -1.84, -0.82], [7.88, -2.03, 0.58], [7.37, -0.45, 0.07], [6.80, -1.64, 2.92], [6.36, 0.02, 2.39], [5.14, -1.17, 3.03], [-3.88, -6.65, -0.16], [-4.97, -6.12, -0.21], [-2.94, -6.45, -1.08], [-1.79, -7.30, -1.08], [-3.40, -5.86, -2.40], [-3.58, -7.31, 0.69], [-1.42, -7.38, -0.07], [-0.97, -6.82, -1.67], [-2.06, -8.27, -1.50], [-4.25, -6.43, -2.68], [-3.63, -4.83, -2.23], [-2.54, -6.04, -3.06], [-2.77, 5.49, -2.33], [-3.06, 5.06, -3.41], [-1.67, 6.31, -2.06], [-1.31, 6.94, -0.75], [-0.87, 6.72, -3.19], [-3.23, 5.26, -1.39], [-2.04, 6.55, -0.04], [-1.26, 8.05, -0.77], [-0.33, 6.60, -0.50], [-1.52, 6.69, -4.10], [-0.52, 7.69, -3.01], [-0.05, 5.97, -3.31], [2.24, -0.58, 3.97], [1.80, -1.40, 4.75], [2.98, 0.52, 4.37], [3.46, 1.38, 3.38], [3.12, 0.77, 5.81], [2.08, -0.61, 2.86], [4.57, 1.52, 3.52], [3.02, 2.43, 3.41], [3.21, 0.84, 2.47], [2.22, 0.41, 6.37], [3.95, 0.16, 6.28], [3.17, 1.78, 6.01], [5.94, -3.98, -3.43], [6.40, -3.80, -2.31], [6.56, -3.73, -4.65], [6.00, -4.18, -5.92], [7.88, -3.16, -4.79], [4.92, -4.39, -3.59], [4.95, -4.20, -5.92], [6.33, -5.19, -6.22], [6.31, -3.47, -6.68], [8.05, -2.64, -3.85], [8.59, -4.01, -4.96], [7.93, -2.40, -5.61], [-4.60, 0.36, 6.01], [-4.12, 1.42, 6.32], [-5.94, 0.12, 6.14], [-6.71, 1.14, 6.95], [-6.53, -1.18, 6.07], [-4.07, -0.50, 5.60], [-6.97, 2.04, 6.44], [-6.21, 1.26, 7.97], [-7.71, 0.69, 7.21], [-6.01, -1.86, 5.40], [-6.55, -1.61, 7.09], [-7.57, -1.06, 5.74], [-0.88, -5.78, 2.41], [-2.01, -6.23, 2.07], [-0.42, -4.60, 1.93], [0.90, -4.08, 2.30], [-1.16, -3.91, 0.87], [-0.18, -6.34, 3.08], [1.31, -4.58, 3.19], [0.84, -3.03, 2.59], [1.58, -4.16, 1.51], [-1.93, -4.52, 0.51], [-1.56, -2.99, 1.28], [-0.50, -3.59, 0.04]],
  "mulliken_charge": [-0.355, 0.439, -0.276, -0.704, -0.304, 0.291, -0.332, 0.905, 0.200, -0.191, 0.056, 0.546, -0.231, 0.965, -0.749, 0.098, -0.755, -0.959, -0.238, 0.329, -0.077, 0.386, 0.239, 0.329, 0.355, -0.113, -0.612, 0.397, -0.362, -0.691, 0.448, 0.036, 0.330, 0.012, -0.248, 0.381, 0.429, 0.164, -0.615, 0.113, -0.301, -0.889, 0.314, 0.255, 0.052, 0.041, 0.274, 0.317, 0.288, 0.080, -0.634, 0.179, -0.639, -0.234, 0.434, 0.127, 0.008, 0.304, -0.316, 0.425, 0.141, 0.264, -0.690, 0.469, -0.021, -1.279, 0.208, -0.311, 0.423, -0.287, 0.306, 0.404, 0.440, -0.446, -0.118, 0.438, -1.065, -1.069, 0.281, 0.306, 0.277, 0.365, 0.594, 0.034, 0.359, 0.311, -0.632, 0.165, 0.507, -0.850, 0.259, 0.329, -0.276, -0.524, 0.305, 0.150, 0.370, -0.286, -0.769, 0.829, -1.195, 0.171, 0.774, 0.472, 0.324, 0.110, 0.007, -0.786, 0.344, 0.115, -0.607, 0.443, -0.825, -0.863, 0.281, 0.069, 0.188, 0.377, -0.065, 0.227, 0.506, -0.055, -0.666, 0.519, -1.005, -1.164, 0.534, 0.335, 0.360, 0.094, 0.311, 0.372, 0.363, 0.165, -0.753, 0.169, -0.477, -0.926, 0.376, 0.011, 0.381, 0.175, 0.342, 0.378, 0.162, 0.118, -0.649, 0.411, -0.979, -0.004, 0.277, -0.124, 0.578, 0.286, -0.650, 0.652, -0.250, -0.832, -0.568, 0.509, -0.563, -0.864, 0.968, -0.042, 0.338, 0.222, 0.381, 0.265, 0.128, -0.124, -0.681, 0.441, -0.785, -0.924, 0.509, 0.367, -0.045, 0.401, 0.315, 0.155, 0.383, 0.421, -0.665, 0.175, -0.557, -0.962, 0.172, 0.146, 0.322, 0.105, 0.288, 0.435, 0.124, -0.214, -0.685, 0.608, -0.441, -1.175, 0.353, 0.310, 0.308, -0.405, 0.211, 0.269, 0.524, 0.290, -0.691, 0.301, -0.875, -0.937, 0.204, 0.213, 0.308, 0.355, 0.217, 0.337, 0.302, 0.226, -0.678, 0.248, -1.047, -1.010, 0.270, 0.276, 0.329, 0.402, 0.241, 0.356, 0.397, -0.148, -0.555, 0.818, -0.071, 1.692, 0.331, 0.491, -0.138, -0.676, -0.139, -1.333, -0.292],
  "total_charge": -1,
  "energy_ev": -149692.4007
}